Entry from OMol25: a 2-piece molecular cluster, C6H14N2O2 overall at a distorted geometry (the ωB97M-V functional and the def2-TZVPD basis).

Properties
E_LUMO: 0.6 eV
Largest force on an atom: 5.75 eV/Å

Last column: Mulliken charge in e.
Geometry (Å):
C  2.3282  -0.9601  1.9787  -0.88
N  2.2746  0.0207  0.9261  -0.28
C  1.9062  1.3137  1.4374  0.86
C  1.2336  2.1478  0.5271  -0.69
O  2.1379  1.4936  2.6198  -0.62
H  2.0353  -0.8128  2.9786  0.36
H  1.6655  -1.8632  1.7611  0.26
H  3.4015  -1.4300  1.9882  0.23
H  1.8321  -0.1330  0.0001  0.34
H  0.4058  1.7421  -0.1122  -0.09
H  0.7911  3.0105  1.1578  0.30
H  1.7387  2.3904  -0.4844  0.29
C  -2.7326  1.1056  -0.9112  -0.82
N  -2.3279  -0.0788  -1.7062  -0.26
C  -1.1573  -0.8148  -1.2259  0.54
C  -1.0184  -2.2365  -1.4895  -1.04
O  -0.4197  -0.1849  -0.5142  -0.53
H  -2.1113  1.9349  -1.0612  0.22
H  -3.7696  1.2618  -1.1065  0.38
H  -2.8669  0.7701  0.1481  0.27
H  -3.0038  -0.6127  -2.1126  0.23
H  -1.5209  -2.7454  -2.3586  0.33
H  0.1064  -2.4970  -1.8040  0.27
H  -0.9283  -2.8220  -0.6366  0.33

Cartesian forces (eV/Å) of the 6 atoms listed first:
1.9 -4.8 -2.2
-1.3 2.7 0.3
2.0 -4.9 1.2
-2.7 4.0 -3.2
-0.5 1.4 -0.4
-0.2 1.7 0.9

---

Entry from OMol25: a 2-piece molecular cluster, C6H14N2O2 overall at a distorted geometry (the ωB97M-V functional and the def2-TZVPD basis).

Properties
E_LUMO: 0.6 eV
Largest force on an atom: 3.67 eV/Å

Last column: Mulliken charge in e.
Geometry (Å):
C  0.8546  2.3210  0.1415  -0.95
N  -0.4309  2.3012  -0.5559  -0.15
C  -0.5291  1.3588  -1.6028  0.86
C  -1.7809  1.0972  -2.2908  -1.11
O  0.4642  0.6392  -1.8895  -0.64
H  1.3660  3.2665  -0.0395  0.32
H  0.6436  2.2019  1.2009  0.28
H  1.5389  1.6214  -0.3814  0.43
H  -1.2172  2.8590  -0.2275  0.20
H  -2.5075  1.9188  -2.0698  0.32
H  -2.2209  0.1763  -1.8606  0.25
H  -1.6596  0.8550  -3.3335  0.31
C  1.0760  -2.1726  -0.6460  -0.81
N  0.5856  -1.2256  0.4393  -0.12
C  0.1283  -1.6069  1.7285  0.63
C  -0.4742  -0.3721  2.4775  -1.00
O  0.1451  -2.6970  2.2828  -0.61
H  1.6345  -3.1529  -0.1370  0.27
H  0.2335  -2.4519  -1.2707  0.28
H  1.9281  -1.7033  -1.2437  0.27
H  0.5152  -0.1730  0.1783  0.13
H  0.1586  0.3759  2.2291  0.19
H  -1.4326  -0.1969  2.2030  0.34
H  -0.5859  -0.4162  3.5758  0.34

Cartesian forces (eV/Å) of the 6 atoms listed first:
0.0 0.9 -0.7
0.1 -1.6 -1.8
3.2 -0.8 1.1
-2.5 0.4 0.9
-1.7 1.6 0.5
-0.2 0.3 0.3

---

Entry from OMol25: a 2-piece molecular cluster, C6H14N2O2S overall at a distorted geometry (the ωB97M-V functional and the def2-TZVPD basis).

Properties
E_LUMO (alpha / beta): 0.5 / 0.5 eV
Largest force on an atom: 4.90 eV/Å

Last column: Mulliken charge in e.
Geometry (Å):
C  -0.2410  -2.5418  -0.7120  -0.62
C  0.5843  -1.7593  -0.0081  -0.49
C  0.0856  1.3105  1.7351  -1.40
C  1.1476  -0.2631  -1.9207  -1.55
C  -0.1018  0.9140  0.3357  -0.67
C  1.2701  -0.5833  -0.4362  1.47
N  2.4123  -0.1501  0.2352  -0.61
N  -2.7653  1.5473  0.1750  -0.57
O  -1.7351  -0.1563  -1.3082  -0.65
O  -1.8843  -0.7706  1.0836  -0.63
S  -1.6839  0.2356  0.0732  1.29
H  -0.8286  -3.3474  -0.1978  0.21
H  -0.2486  -2.4597  -1.7038  0.31
H  0.7466  -1.8385  1.1490  0.03
H  1.0209  1.9490  2.0528  0.27
H  -0.0331  0.3694  2.2670  0.37
H  -0.6860  1.9269  2.2357  0.34
H  0.9390  -1.0643  -2.6082  0.33
H  2.1241  0.2408  -2.3407  0.35
H  0.4213  0.4841  -2.2172  0.32
H  -0.0041  1.6685  -0.3476  0.76
H  2.5345  0.8648  0.2677  0.31
H  2.5810  -0.4694  1.1768  0.27
H  -3.4063  1.5053  0.9047  0.27
H  -2.2491  2.3874  0.1089  0.27

Cartesian forces (eV/Å) of the 6 atoms listed first:
0.7 -1.1 4.7
0.3 -1.3 3.3
1.2 1.0 2.4
2.7 2.2 -1.3
-0.3 -2.1 0.0
-1.7 3.0 -0.6

---

Entry from OMol25: a 2-piece molecular cluster, C6H14N2OS overall at a distorted geometry (the ωB97M-V functional and the def2-TZVPD basis).

Properties
E_LUMO (alpha / beta): -0.3 / -0.3 eV
Largest force on an atom: 4.63 eV/Å

Last column: Mulliken charge in e.
Geometry (Å):
C  -0.5568  2.0530  0.9402  -2.05
C  0.6268  1.8888  -1.1222  -1.36
C  -0.2696  -2.4690  -0.2507  -1.59
C  1.7571  -1.5228  0.8430  -1.28
C  0.3457  1.1811  0.2124  1.07
C  0.6417  -1.1918  -0.2710  0.37
N  -1.6651  -0.1873  -1.1478  -0.30
N  -0.2306  -0.1218  0.2147  -0.14
O  -4.0009  0.0910  -0.5929  -0.54
S  -2.6652  0.0035  0.0001  0.62
H  -0.9997  1.4847  1.7396  0.51
H  -0.2244  2.8870  1.5264  0.38
H  -1.2822  2.5745  0.2761  0.36
H  -0.2148  1.5165  -1.8462  0.35
H  1.4981  1.4666  -1.5340  0.39
H  0.5201  3.0406  -1.1969  0.33
H  -0.7846  -2.3808  0.6758  0.41
H  -1.0010  -2.3729  -1.0107  0.47
H  0.3834  -3.3332  -0.3274  0.41
H  1.1968  -2.0454  1.5523  0.34
H  2.2016  -0.5488  1.2592  0.35
H  2.4174  -2.2021  0.4447  0.42
H  1.1669  1.0416  0.9197  0.17
H  1.1394  -0.8532  -1.3045  0.31

Cartesian forces (eV/Å) of the 6 atoms listed first:
-2.7 1.9 1.3
-2.3 -0.2 -1.6
2.0 1.4 -0.9
-1.9 4.1 -0.9
0.3 1.7 -0.4
0.8 -0.2 -0.6

---

Entry from OMol25: an isolated ion of composition C6H14N3 and charge +1 at a distorted geometry (the ωB97M-V functional and the def2-TZVPD basis).

Properties
E_LUMO (alpha / beta): -4.0 / -4.0 eV
Net charge: +1
Largest force on an atom: 3.40 eV/Å

Last column: Mulliken charge in e.
Geometry (Å):
C  -0.4252  -1.0901  0.0423  -0.76
C  0.8725  -1.1731  -0.1954  -0.45
C  -1.0697  0.1385  0.4861  0.97
C  -0.7420  0.5642  1.8706  -1.18
C  -2.6866  0.0007  -1.3392  -0.92
C  3.0643  -0.1914  -0.6432  -0.88
N  1.0633  1.0563  0.0870  -0.96
N  -2.1946  0.6084  -0.0990  -0.21
N  1.8074  -0.1284  0.1838  0.39
H  -1.1861  -1.8033  -0.1722  0.57
H  1.2982  -2.1093  -0.1397  0.38
H  -0.1782  -0.2627  2.2922  0.26
H  -1.7170  0.9192  2.3910  0.42
H  -0.2557  1.5575  1.8273  0.37
H  -3.6456  0.5203  -1.4595  0.35
H  -1.9464  0.2137  -2.0675  0.34
H  -2.7802  -1.0071  -1.1266  0.34
H  2.8927  0.3772  -1.5734  0.28
H  3.8162  0.2524  -0.0957  0.42
H  3.4395  -1.1950  -0.7533  0.38
H  1.0831  1.4837  -0.8036  0.18
H  -2.5479  1.5459  0.0804  0.28
H  2.0377  -0.2777  1.2076  0.41

Cartesian forces (eV/Å) of the 6 atoms listed first:
-0.6 1.5 -1.1
-0.7 -1.1 1.8
-0.4 2.6 0.0
-2.4 2.4 0.6
-0.3 2.8 1.3
-1.0 -0.1 -0.6

---

Entry from OMol25: an isolated ion of composition C6H14N3S and charge +1 at a distorted geometry (the ωB97M-V functional and the def2-TZVPD basis).

Properties
E_LUMO: -3.0 eV
Net charge: +1
Largest force on an atom: 3.76 eV/Å

Last column: Mulliken charge in e.
Geometry (Å):
C  1.3089  0.8263  -0.2261  0.03
C  -1.2032  -1.9461  0.5540  -0.76
C  0.1720  -1.5136  0.2874  -0.75
C  -2.1887  -0.8379  -0.0774  -0.51
C  0.2811  -0.0166  0.7230  1.05
C  0.7437  0.1597  2.1071  -1.75
N  2.3214  1.2457  0.4237  -0.58
N  1.1035  1.2697  -1.5600  -0.28
N  -0.1203  1.4090  -2.2207  -0.52
S  -1.4186  0.7165  0.3139  -0.04
H  -1.4570  -2.8905  0.0107  0.36
H  -1.4862  -2.1188  1.5720  0.37
H  0.9196  -1.9364  0.9831  0.38
H  0.3823  -1.7129  -0.6980  0.44
H  -2.2464  -0.9416  -1.2614  0.28
H  -3.2396  -0.8433  0.1873  0.46
H  -0.0135  -0.0224  2.8496  0.42
H  0.9696  1.1872  2.2712  0.48
H  1.7213  -0.2538  2.2963  0.46
H  2.9295  1.8821  -0.1822  0.21
H  1.7982  1.9794  -1.7785  0.24
H  -0.2762  0.9860  -3.1869  0.27
H  -0.9379  0.9777  -0.9468  0.46
H  -0.0636  2.3945  -2.4413  0.27

Cartesian forces (eV/Å) of the 6 atoms listed first:
-0.5 0.8 1.4
-3.2 -0.8 -1.6
0.7 1.5 3.2
0.6 -1.7 -2.5
1.0 0.3 -3.6
-0.4 1.1 1.2

---

Entry from OMol25: a 2-piece molecular cluster, C6H14N4 overall at a distorted geometry (the ωB97M-V functional and the def2-TZVPD basis).

Properties
E_LUMO: 0.7 eV
Largest force on an atom: 5.15 eV/Å

Last column: Mulliken charge in e.
Geometry (Å):
H  -1.8749  2.2201  0.8606  0.26
N  -1.6047  1.4457  1.4567  -0.86
C  -1.4132  0.3421  0.8505  0.45
N  -1.3602  -0.8104  1.6034  -0.44
C  -2.2444  -0.0118  -0.5896  -0.43
C  -1.6282  0.6448  -1.8173  -0.96
H  -1.1320  -1.6443  1.0797  0.25
H  -1.3457  -0.6384  2.5967  0.23
H  -2.4772  -1.0603  -0.7724  0.33
H  -3.2211  0.4527  -0.4296  0.41
H  -1.4872  1.7138  -1.6486  0.23
H  -0.6718  0.1886  -2.0672  0.19
H  -2.2238  0.4743  -2.7151  0.37
C  2.7896  -1.0377  0.8439  -1.03
N  1.6486  -0.3929  0.1849  0.22
C  1.8960  0.9904  -0.1998  -0.96
C  0.8725  -1.1858  -0.5763  0.34
N  0.2166  -2.1087  -0.8151  -0.57
H  2.6277  -2.1087  0.9290  0.39
H  3.6977  -0.8986  0.2555  0.32
H  2.9766  -0.6100  1.8318  0.30
H  2.7764  1.0635  -0.8396  0.37
H  1.0393  1.4066  -0.7199  0.26
H  2.1434  1.5648  0.6977  0.33

Cartesian forces (eV/Å) of the 6 atoms listed first:
0.0 -0.2 -0.2
1.4 0.5 0.0
-4.8 -1.6 -1.1
0.6 0.9 -0.9
1.2 1.4 0.8
0.2 -0.4 -0.1

---

Entry from OMol25: an isolated ion of composition C6H14NO and charge -1 at a distorted geometry (the ωB97M-V functional and the def2-TZVPD basis).

Properties
E_LUMO: 3.6 eV
Net charge: -1
Largest force on an atom: 1.30 eV/Å

Last column: Mulliken charge in e.
Geometry (Å):
C  -1.2016  -0.2877  2.7454  -1.16
C  0.0040  -0.8137  1.9611  -0.49
C  0.6463  0.2914  1.1140  -0.62
C  -0.1199  0.5469  -0.1902  -0.99
C  0.7041  0.2810  -1.4528  0.09
N  0.8595  -1.1731  -1.6083  -0.76
C  0.0729  0.9203  -2.7351  -0.62
O  -0.6634  0.0443  -3.4681  -0.90
H  -2.0071  -0.0377  2.0525  0.29
H  -1.6007  -1.0557  3.4106  0.36
H  -0.9358  0.5878  3.3236  0.31
H  0.7082  -1.2839  2.6561  0.35
H  -0.3190  -1.6191  1.2985  0.31
H  0.6493  1.2362  1.6734  0.37
H  1.6986  0.0568  0.9478  0.37
H  -0.5779  1.5363  -0.2554  0.39
H  -0.9737  -0.1237  -0.3173  0.37
H  1.7408  0.6157  -1.3365  0.37
H  0.9948  -1.3301  -2.6006  0.31
H  -0.0392  -1.5939  -1.4153  0.26
H  0.8802  1.3778  -3.3702  0.21
H  -0.5205  1.8240  -2.4334  0.19

Cartesian forces (eV/Å) of the 6 atoms listed first:
-0.1 -0.7 -0.4
-0.1 0.2 0.3
-0.4 0.1 0.3
0.3 -0.2 -0.8
0.2 -0.1 -0.2
0.4 -0.1 0.5

---

Entry from OMol25: a 2-piece molecular cluster, C6H14NO overall (the ωB97M-V functional and the def2-TZVPD basis).

Properties
E_LUMO: -3.8 eV
Net charge: +1
Largest force on an atom: 0.85 eV/Å

Last column: Mulliken charge in e.
Geometry (Å):
C  -0.1448  -2.5535  0.0578  -0.23
C  1.1409  0.5071  0.0765  1.16
C  1.5376  0.8418  -1.2999  -1.35
C  2.1890  0.2947  1.0860  -1.42
C  -2.5352  0.2673  0.2287  -1.39
C  -1.2395  0.5920  -0.4935  -0.39
N  -0.1072  0.4048  0.3957  -0.11
O  0.7283  -1.9762  -0.5210  -0.38
H  -0.2292  -2.5546  1.1570  0.30
H  -0.9131  -3.1418  -0.4633  0.31
H  1.3706  -0.0348  -1.9310  0.37
H  2.5903  1.1006  -1.3575  0.39
H  0.9347  1.6493  -1.7122  0.38
H  2.9134  -0.4236  0.7041  0.36
H  1.8024  -0.0543  2.0388  0.40
H  2.7362  1.2243  1.2460  0.40
H  -3.3702  0.3681  -0.4584  0.39
H  -2.5308  -0.7538  0.6032  0.34
H  -2.7012  0.9508  1.0581  0.40
H  -1.2548  1.6305  -0.8408  0.35
H  -1.1110  -0.0511  -1.3688  0.37
H  -0.3551  0.1899  1.3581  0.33

Cartesian forces (eV/Å) of the 6 atoms listed first:
-0.3 -0.7 0.2
-0.3 0.0 0.2
0.0 0.1 -0.4
0.1 -0.1 0.3
0.2 0.1 -0.1
-0.6 0.2 -0.6

---

Entry from OMol25: an isolated ion of composition C6H14NO and charge +1 at a distorted geometry (the ωB97M-V functional and the def2-TZVPD basis).

Properties
E_LUMO: -3.9 eV
Net charge: +1
Largest force on an atom: 4.52 eV/Å

Last column: Mulliken charge in e.
Geometry (Å):
C  -0.4075  1.6590  -0.9965  -1.47
C  0.6163  0.6953  -0.5353  0.93
N  1.6526  0.5157  -1.2957  -0.29
C  0.6041  0.0904  0.8438  0.13
C  -0.3146  0.9171  1.7409  -1.79
C  0.2484  -1.4286  0.8179  -0.54
C  -0.8058  -1.7551  -0.1877  -0.52
O  -0.3311  -1.2579  -1.4643  -0.51
H  0.0092  2.1921  -1.8078  0.45
H  -0.8078  2.2317  -0.2070  0.36
H  -1.3068  0.9022  -1.3733  0.27
H  2.4642  -0.0112  -0.9453  0.28
H  1.5910  0.9537  -2.2313  0.28
H  1.5924  0.1913  1.1639  0.48
H  -0.4574  0.3307  2.7457  0.33
H  -1.3029  0.7803  1.4346  0.57
H  -0.1496  2.0010  1.8021  0.40
H  -0.2859  -1.6899  1.8630  0.28
H  1.2069  -2.0558  0.7739  0.32
H  -1.1358  -2.8102  -0.3350  0.40
H  -1.6134  -1.1089  0.2490  0.32
H  -1.0667  -1.3430  -2.0556  0.31

Cartesian forces (eV/Å) of the 6 atoms listed first:
-2.0 -3.9 -1.1
0.7 0.1 0.1
0.0 0.8 0.1
-1.6 0.3 -0.7
0.1 -1.8 2.4
0.6 -1.7 2.8

---

Energy relative to the best compared isomer or geometry (same formula, charge and spin)
In order: 3.1443 2.1158 3.8734 5.3356 5.0319 3.3615 1.8578 0.5260 0.5454 1.3514
Unit: eV